42
Properties=species:S:1:pos:R:3:forces:R:3 method="wB97M-V/def2-TZVPD" charge=+1 lumo_ev=-7.22 e_tot_ev=-51169.4465 gap_ev=3.7962 relative_energy_kcal_mol=67.00 multiplicity=1
N 0.209009 3.417059 3.667107 0.0 -1.0 0.2
H 5.495797 0.058210 -2.938169 -0.6 0.0 0.0
H -3.212624 -0.757325 -1.312206 0.1 -0.4 -0.3
C 0.044559 3.986954 6.397290 0.3 0.0 -0.8
C 3.659687 -0.791271 -3.742218 -0.4 -0.5 -0.4
H -2.373256 -3.012555 -3.923983 -0.3 -0.1 0.1
C 1.279276 3.717115 5.791973 0.2 -0.2 -0.4
C 0.372717 -0.680923 -2.174420 1.2 -1.4 1.4
C -2.182526 -0.823910 -0.944865 0.1 0.6 0.5
H -1.786416 -4.053769 -1.709114 0.0 0.1 0.0
C -0.973448 3.514866 4.268392 1.4 0.4 0.6
H 1.700710 -1.694610 -4.185880 0.0 0.1 -0.2
C -0.441599 -1.825004 -2.463249 -2.7 -2.9 -1.4
H 0.143973 -0.140885 -1.208385 -0.5 1.8 1.1
H -1.696356 0.086484 -1.289457 -0.2 0.0 0.0
H 2.235799 3.712745 6.305978 -0.3 0.1 0.2
H -3.667522 -4.032324 -3.276622 0.1 0.1 0.2
Cl 2.750420 2.894053 3.655379 0.4 0.2 -0.1
C 2.342775 -1.149513 -3.509681 0.3 0.5 0.2
C 4.435635 -0.165435 -2.765071 -0.1 -0.1 0.2
C -2.394759 -3.148485 -1.780612 0.5 -0.6 0.7
C -1.107242 3.860110 5.618052 -0.6 -0.1 -0.2
C 3.842504 0.102590 -1.529041 0.4 -0.2 0.0
H -2.857459 -0.050579 0.949228 -0.1 -0.2 -0.1
H 2.037713 -0.007933 -0.394912 -0.6 0.0 0.2
C -2.199403 -0.840075 0.575001 0.1 -0.1 0.4
C 2.529329 -0.212774 -1.326970 0.1 0.8 -0.4
C 1.299497 3.398042 4.425708 -1.5 0.6 0.6
N 1.742126 -0.733756 -2.339167 0.9 0.0 -0.4
H -2.538539 -1.804011 0.957798 -0.1 0.0 0.0
H -3.115910 -3.143518 -0.959966 0.2 -0.1 0.0
H -1.197275 -0.626737 0.961929 -0.5 -0.3 -0.1
H -3.792989 -2.265639 -3.146437 0.0 -0.1 -0.1
H -2.125092 3.992947 5.993731 0.5 0.0 0.1
H -0.008731 4.290926 7.443463 0.0 -0.2 -0.3
N -1.508919 -1.989759 -1.552133 0.7 1.4 -2.1
F 0.261648 0.043458 0.062827 0.7 0.1 -0.3
Cl -2.337041 3.119705 3.298924 -0.3 0.2 -0.1
C -3.102306 -3.112100 -3.113721 0.0 0.4 -0.6
O -0.228407 -2.650571 -3.376549 0.5 1.3 1.3
H 4.077074 -1.035515 -4.712894 0.0 -0.1 0.2
H 4.387565 0.553693 -0.697076 -0.1 -0.2 -0.3

42
Properties=species:S:1:pos:R:3:forces:R:3 method="wB97M-V/def2-TZVPD" lumo_ev=0.36 e_tot_ev=-49475.8608 gap_ev=8.5505 multiplicity=1
C 0.525337 -0.286097 -1.434330 0.7 1.0 -1.0
H 2.060003 3.479823 2.016245 -0.1 -0.1 -0.3
C 1.654580 -2.880658 -3.549863 -0.3 -0.3 -0.2
S 1.984231 1.647018 0.461499 1.1 0.7 -0.3
F -1.187937 -1.225145 -0.065543 0.8 0.7 0.8
H 1.466500 -3.729861 -2.889851 0.1 0.0 -0.1
C -0.008011 3.253900 1.434340 -0.8 0.2 0.6
C -0.483899 -0.072718 -0.300444 1.7 0.5 -3.2
H -5.708622 2.227832 -0.809548 0.0 -0.2 0.0
H -5.298985 0.601099 -0.188232 0.0 0.2 -0.1
C 0.762400 -2.344022 3.344750 0.2 -0.1 -0.3
H 2.680436 -0.985310 0.240004 -0.1 -0.1 0.4
O 0.729055 -1.589101 -1.748088 0.6 1.3 -0.7
C -4.993249 1.400323 -0.870974 -0.1 -0.1 -0.2
C 0.716645 0.652262 1.049028 -2.1 -1.7 -2.0
O -1.072336 2.024358 -1.476860 -1.6 -3.1 2.4
H 0.810645 -2.761879 -4.241398 0.2 -0.3 0.1
O -2.718392 0.776999 -0.359349 1.0 1.3 -1.1
C 2.548420 -2.554321 1.714504 -0.1 0.0 0.0
O 1.154327 0.627511 -1.991146 -1.7 -1.9 1.6
H 1.643068 -0.753500 -3.448407 0.2 -0.4 0.4
H 3.411420 -3.085450 1.294265 -0.5 0.1 0.2
H 2.209926 -3.973590 3.332851 -0.2 0.6 -0.3
C -1.446787 1.034633 -0.800050 0.5 2.0 -0.6
C -3.619740 1.924888 -0.550696 0.4 -0.4 -0.1
H -3.592904 2.507701 0.383078 0.1 -0.1 -0.3
C 1.872854 -3.044738 2.841212 -0.1 0.1 0.2
H -4.980846 1.016332 -1.900924 -0.2 0.0 0.3
C 0.350983 -1.154555 2.733039 0.2 -0.2 0.3
C 1.782641 -1.611282 -2.775184 0.0 -0.2 0.1
S -0.598986 1.540879 1.685426 -1.1 2.2 2.7
H -0.204670 3.689822 2.428027 0.2 0.3 -0.6
H 2.746455 -1.512557 -2.247871 -0.3 0.0 -0.2
H 1.741787 3.985607 0.323802 -0.2 -0.1 0.3
H -3.242254 2.513307 -1.397561 0.0 0.0 0.5
H -0.556954 -0.641564 3.076880 0.6 -0.2 0.0
C 1.470819 3.271511 1.112516 0.3 -0.2 0.0
H 2.570012 -3.042150 -4.127174 -0.2 -0.1 0.0
H 0.208911 -2.711817 4.217716 0.3 0.1 -0.5
C 2.148539 -1.355591 1.121886 0.3 -0.3 0.5
C 1.102787 -0.618158 1.683428 -0.1 -0.8 0.3
H -0.638209 3.758259 0.678997 0.4 -0.4 0.2